Entry 1:
Computed, not measured: 2 unconnected molecules or ions with the total composition C9H14 in a non-equilibrium geometry, with ωB97M-V/def2-TZVPD.

CARTESIAN COORDINATES (ANGSTROEM)
C 0.899 -2.209 0.556
C -0.360 -1.406 0.439
C -1.595 -2.042 0.615
C -2.717 -1.353 0.247
C -2.601 -0.032 -0.171
C -1.434 0.704 -0.020
C -0.272 -0.015 0.297
H 1.716 -1.717 0.017
H 0.773 -3.229 0.171
H 1.163 -2.378 1.599
H -1.655 -2.984 1.148
H -3.764 -1.681 0.150
H -3.389 0.556 -0.621
H -1.396 1.759 -0.269
H 0.746 0.351 0.198
C 2.337 2.970 -0.906
C 3.678 2.309 -0.671
H 1.985 3.750 -0.246
H 2.297 3.336 -1.930
H 1.551 2.221 -0.981
H 3.797 1.487 -1.379
H 3.802 2.093 0.391
H 4.537 2.949 -0.849

total energy	-351.29734	a.u.
HOMO level	-8.82	eV
SMILES	Cc1ccccc1.CC
relative energy (zero: lowest compared OMol25 entry of this formula, charge and spin)	20.6	kcal per mole
LUMO energy	0.99	eV

Entry 2:
Computed, not measured: 12 unconnected molecules or ions with the total composition C30H84O15 in a non-equilibrium geometry, with ωB97M-V/def2-TZVPD.

CARTESIAN COORDINATES (ANGSTROEM)
C 4.688 -4.507 -0.314
C 3.501 -3.975 -1.124
C 2.675 -5.109 -1.728
O 2.684 -3.200 -0.266
H 5.476 -4.926 -0.942
H 4.397 -5.321 0.355
H 5.029 -3.663 0.285
H 3.860 -3.448 -2.019
H 2.292 -5.769 -0.951
H 3.403 -5.636 -2.354
H 1.892 -4.799 -2.414
H 3.208 -2.498 0.160
C -2.252 -4.558 0.341
C -1.354 -5.251 -0.684
C -0.692 -4.214 -1.602
O -0.362 -6.004 -0.002
H -2.634 -5.298 1.043
H -3.078 -4.037 -0.147
H -1.660 -3.827 0.897
H -1.977 -5.905 -1.295
H -0.043 -3.526 -1.053
H -1.477 -3.582 -2.026
H -0.141 -4.714 -2.394
H 0.310 -5.386 0.310
C -4.768 0.444 -2.960
C -4.303 1.541 -3.895
C -5.147 2.793 -3.924
O -2.949 1.873 -3.526
H -4.152 -0.446 -3.033
H -5.765 0.138 -3.301
H -4.987 0.823 -1.961
H -4.267 1.166 -4.926
H -6.185 2.557 -4.165
H -4.754 3.551 -4.603
H -5.184 3.281 -2.945
H -2.588 2.616 -4.016
C -0.566 3.242 6.434
C 0.428 3.202 5.260
C -0.285 2.929 3.934
O 1.079 4.477 5.196
H -0.955 2.241 6.622
H -1.381 3.926 6.190
H -0.026 3.629 7.296
H 1.183 2.446 5.474
H -0.691 3.798 3.404
H -1.110 2.237 4.101
H 0.431 2.579 3.184
H 0.486 5.057 4.710
C 2.526 3.978 -1.869
C 1.462 4.373 -0.881
C 1.909 4.384 0.561
O 0.861 5.643 -1.154
H 2.330 4.357 -2.877
H 2.546 2.891 -1.948
H 3.495 4.413 -1.615
H 0.633 3.654 -0.943
H 1.079 4.669 1.211
H 2.776 4.996 0.815
H 2.175 3.382 0.905
H 0.370 5.706 -1.975
C -1.836 4.415 -0.082
C -3.203 4.461 0.582
C -4.338 3.884 -0.221
O -3.074 3.745 1.810
H -1.019 4.888 0.462
H -1.855 4.993 -1.014
H -1.514 3.382 -0.245
H -3.399 5.510 0.816
H -5.242 4.008 0.380
H -4.287 2.810 -0.441
H -4.484 4.280 -1.230
H -3.107 2.804 1.580
C 4.463 -0.221 -1.605
C 4.810 0.052 -0.148
C 4.319 1.377 0.381
O 4.242 -1.018 0.612
H 4.829 -1.184 -1.953
H 4.695 0.606 -2.272
H 3.371 -0.338 -1.637
H 5.905 0.068 -0.054
H 3.260 1.513 0.145
H 4.753 2.202 -0.197
H 4.538 1.592 1.425
H 4.227 -0.734 1.528
C -3.431 -1.407 1.446
C -3.760 0.066 1.622
C -3.970 0.394 3.082
O -2.671 0.876 1.149
H -2.492 -1.649 1.956
H -3.202 -1.630 0.399
H -4.246 -2.017 1.830
H -4.636 0.250 0.986
H -4.747 -0.245 3.501
H -4.260 1.440 3.197
H -3.037 0.220 3.618
H -2.441 0.512 0.273
O 0.590 0.284 0.356
C 0.181 -0.611 -0.679
C -0.494 0.083 -1.813
O -1.861 0.419 -1.480
H -0.185 0.820 0.576
H 1.047 -1.180 -1.029
H -0.403 -1.441 -0.257
H -0.627 -0.581 -2.671
H 0.018 0.983 -2.163
H -2.230 0.945 -2.219
O 2.903 -1.548 -4.337
C 1.752 -2.228 -3.863
C 0.497 -1.724 -4.523
O 0.550 -1.985 -5.936
H 2.877 -1.636 -5.299
H 1.865 -3.314 -3.907
H 1.669 -1.982 -2.800
H 0.380 -0.643 -4.410
H -0.381 -2.229 -4.101
H -0.071 -1.390 -6.362
O 1.505 -4.742 3.003
C 2.020 -3.422 2.977
C 2.289 -2.885 4.358
O 1.174 -2.999 5.226
H 0.773 -4.755 3.632
H 2.925 -3.496 2.374
H 1.359 -2.731 2.434
H 2.686 -1.861 4.303
H 3.134 -3.398 4.822
H 0.510 -2.359 4.946
O 2.692 -0.462 2.072
H 1.969 -0.271 1.447
H 2.276 -0.954 2.787

total energy	-2321.92020	a.u.
HOMO level	-9.61	eV
SMILES	CC(C)O.CC(C)O.CC(C)O.CC(C)O.CC(C)O.CC(C)O.CC(C)O.CC(C)O.OCCO.OCCO.OCCO.O
relative energy (zero: lowest compared OMol25 entry of this formula, charge and spin)	0.0	kcal per mole
LUMO energy	-0.17	eV

Entry 3:
Computed, not measured: a molecular structure, C13H14AlF13O5P in a non-equilibrium geometry, with ωB97M-V/def2-TZVPD.

CARTESIAN COORDINATES (ANGSTROEM)
C 2.241 -1.117 2.543
C 1.325 -1.601 1.672
C 1.509 -1.951 0.211
P 2.878 -3.204 0.194
O 4.263 -2.807 0.585
O 0.423 -2.775 -0.135
Al -0.217 -2.376 -1.775
O 0.647 -0.795 -1.726
C 1.649 -0.683 -0.777
C 1.732 0.725 -0.127
C 0.621 1.689 -0.572
C -0.118 2.346 0.565
F -0.844 3.407 0.110
F 0.774 2.864 1.455
C -1.068 1.404 1.380
F -0.395 1.011 2.485
F -1.365 0.291 0.702
C -2.356 2.069 1.949
F -2.867 1.251 2.875
F -1.938 3.178 2.600
C -3.518 2.534 0.989
F -4.678 2.383 1.676
F -3.397 3.838 0.737
C -3.758 1.814 -0.368
F -2.683 1.864 -1.155
F -4.720 2.544 -0.977
C -4.299 0.333 -0.273
F -5.574 0.284 -0.664
F -3.591 -0.443 -1.077
F -4.214 -0.140 0.972
C 2.975 -0.788 -1.592
O 2.909 -1.876 -2.497
O 3.402 -1.433 -3.766
H 3.199 -1.621 2.664
H 2.127 -0.185 3.094
H 0.291 -1.738 2.000
H 2.795 -3.832 -1.061
H 2.341 -4.153 1.081
H -1.788 -2.053 -1.705
H 0.223 -3.329 -2.994
H 1.760 0.689 0.958
H 2.684 1.178 -0.410
H 1.055 2.533 -1.116
H -0.094 1.218 -1.249
H 3.076 0.129 -2.177
H 3.865 -0.879 -0.957
H 2.719 -1.797 -4.346

total energy	-2762.00876	a.u.
HOMO level	-5.17	eV
net charge	-1
LUMO energy	2.86	eV

Entry 4:
Computed, not measured: C22H25N3O4S in the gas phase, with ωB97M-V/def2-TZVPD.

CARTESIAN COORDINATES (ANGSTROEM)
C -3.667 1.962 3.079
C -2.533 1.143 3.691
O -1.255 1.443 3.178
C -0.777 2.739 3.485
C 0.698 2.815 3.095
C 0.892 2.842 1.576
N 0.237 1.719 0.936
C 0.770 0.474 0.966
S 2.401 0.310 1.604
C 2.628 -1.497 1.566
C 3.225 -1.994 0.249
O 4.341 -2.463 0.202
N 2.371 -1.847 -0.787
C 2.586 -2.137 -2.136
C 3.650 -2.899 -2.593
C 3.791 -3.161 -3.945
C 2.869 -2.668 -4.846
C 1.801 -1.899 -4.405
C 1.652 -1.621 -3.057
O 0.646 -0.853 -2.521
C -0.302 -0.297 -3.396
N 0.194 -0.596 0.536
C -1.072 -0.502 0.032
C -1.724 -1.659 -0.408
C -2.989 -1.567 -0.939
C -3.631 -0.333 -1.047
C -3.000 0.812 -0.617
C -1.716 0.740 -0.073
C -1.042 1.940 0.404
O -1.504 3.062 0.352
H -3.629 2.995 3.414
H -4.621 1.535 3.377
H -3.594 1.944 1.995
H -2.531 1.268 4.786
H -2.673 0.083 3.459
H -0.887 2.924 4.564
H -1.347 3.501 2.937
H 1.214 1.952 3.517
H 1.134 3.722 3.514
H 1.957 2.825 1.329
H 0.432 3.742 1.159
H 1.650 -1.939 1.753
H 3.322 -1.719 2.375
H 1.461 -1.432 -0.577
H 4.365 -3.276 -1.881
H 4.624 -3.755 -4.289
H 2.970 -2.873 -5.901
H 1.095 -1.518 -5.126
H 0.170 0.364 -4.131
H -0.873 -1.073 -3.915
H -0.979 0.285 -2.772
H -1.215 -2.606 -0.324
H -3.494 -2.460 -1.279
H -4.623 -0.279 -1.469
H -3.472 1.781 -0.694

total energy	-1716.80483	a.u.
HOMO level	-8.03	eV
SMILES	CCOCCCn1c(SCC(=O)Nc2ccccc2OC)nc2ccccc2c1=O
relative energy (zero: lowest compared OMol25 entry of this formula, charge and spin)	13.2	kcal per mole
LUMO energy	0.41	eV

Entry 5:
Computed, not measured: 7 unconnected molecules or ions with the total composition C16H47O7 in a non-equilibrium geometry, with ωB97M-V/def2-TZVPD.

CARTESIAN COORDINATES (ANGSTROEM)
O -0.472 -0.228 0.558
H -0.771 0.682 0.490
H 0.256 -0.384 -0.049
H -0.183 -0.510 1.429
C 3.276 1.271 0.726
C 4.028 0.125 -0.081
C 5.519 0.405 -0.266
O 3.858 -0.978 0.708
H 3.365 2.093 0.016
H 3.830 1.432 1.651
H 2.207 1.173 0.912
H 3.598 -0.008 -1.074
H 5.832 1.346 -0.720
H 5.836 -0.449 -0.864
H 6.146 0.159 0.591
H 4.203 -0.696 1.558
C 0.097 -3.569 -0.929
C 1.344 -3.238 0.000
C 2.692 -3.826 -0.400
O 1.420 -1.869 0.032
H -0.001 -2.957 -1.825
H -0.826 -3.405 -0.373
H 0.164 -4.558 -1.382
H 1.060 -3.696 0.947
H 2.676 -4.860 -0.055
H 3.600 -3.443 0.067
H 2.825 -3.844 -1.482
H 2.228 -1.765 0.540
C -5.405 0.474 0.395
C -4.340 -0.268 -0.424
C -4.909 -1.023 -1.594
O -3.384 0.604 -0.882
H -5.078 1.015 1.283
H -6.244 -0.182 0.626
H -5.855 1.297 -0.161
H -3.839 -0.937 0.276
H -4.128 -1.437 -2.232
H -5.474 -0.279 -2.156
H -5.632 -1.784 -1.298
H -3.648 0.935 -1.743
C -0.978 1.656 -3.365
C -0.271 0.772 -2.419
C 0.682 -0.162 -3.157
O 0.477 1.488 -1.518
H -0.269 2.171 -4.013
H -1.611 2.365 -2.830
H -1.639 1.043 -3.978
H -0.939 0.150 -1.824
H 0.154 -0.758 -3.901
H 1.321 -0.834 -2.584
H 1.460 0.400 -3.675
H 1.153 1.967 -2.003
C -0.792 3.955 1.078
C -0.963 2.796 2.073
C -2.363 2.101 2.064
O 0.024 1.831 1.872
H -1.074 3.754 0.044
H 0.201 4.379 1.226
H -1.419 4.782 1.411
H -0.841 3.061 3.123
H -3.083 2.716 2.605
H -2.363 1.111 2.520
H -2.795 1.981 1.070
H 0.719 2.123 2.467
C 1.165 -0.985 3.505
O -0.047 -1.664 3.047
H 1.839 -0.795 2.670
H 0.895 -0.024 3.944
H 1.544 -1.676 4.258
H -0.052 -2.522 3.478

total energy	-1163.69241	a.u.
HOMO level (spin up / spin down)	-14.95 / -14.95	eV
net charge	+2
LUMO energy (spin up / spin down)	-5.34 / -12.42	eV
2S+1	2

Entry 6:
Computed, not measured: 2 unconnected molecules or ions with the total composition C4H15N6O2 in a non-equilibrium geometry, with ωB97M-V/def2-TZVPD.

CARTESIAN COORDINATES (ANGSTROEM)
C 0.273 0.346 -2.159
C 0.512 -1.155 -2.293
C 0.649 1.854 -0.213
C 1.118 0.951 -1.075
N 0.067 -0.840 1.787
N -1.710 -1.033 0.494
N 0.707 -0.250 2.807
N -1.112 -0.511 1.533
N 0.346 -1.789 -0.962
N 1.354 2.399 0.831
O -1.773 0.409 2.325
O -2.952 -0.402 0.259
H -0.781 0.535 -1.953
H 0.505 0.808 -3.121
H 1.523 -1.346 -2.656
H -0.202 -1.599 -2.988
H 1.038 -1.393 -0.312
H -0.385 2.167 -0.261
H 2.163 0.674 -1.062
H -2.630 0.577 1.881
H -0.610 -1.531 -0.508
H 0.154 0.254 3.490
H 0.450 -2.805 -1.003
H 1.460 -0.815 3.169
H 2.355 2.288 0.784
H 1.065 3.314 1.131
H -3.585 -1.107 0.072

total energy	-639.98575	a.u.
HOMO level	-11.27	eV
net charge	+1
LUMO energy	-2.50	eV